Entry P
{"formula": "C9H15OP", "method": "the ωB97M-V functional and the def2-TZVPD basis", "elements": ["C", "C", "C", "C", "C", "C", "C", "C", "C", "O", "P", "H", "H", "H", "H", "H", "H", "H", "H", "H", "H", "H", "H", "H", "H", "H"], "positions_angstrom": [[-2.20, -0.82, -0.95], [-2.23, 0.52, 1.16], [-1.23, -0.27, -1.59], [-1.11, 1.20, 0.88], [-2.53, -0.80, 0.56], [-0.04, 0.77, -0.02], [0.85, 1.84, -0.52], [1.85, -1.06, -1.30], [2.23, -0.29, 1.61], [0.27, -1.83, 0.83], [0.96, -0.70, 0.33], [-2.92, -1.33, -1.64], [-3.11, 0.85, 1.81], [-0.85, -0.28, -2.55], [-1.08, 2.14, 1.23], [-3.64, -0.90, 0.54], [-1.86, -1.49, 0.96], [1.84, 1.82, -0.16], [0.51, 2.78, -0.24], [0.88, 1.86, -1.63], [1.27, -0.76, -2.08], [2.84, -0.50, -1.40], [1.78, -2.09, -1.41], [3.10, 0.42, 1.43], [1.68, 0.14, 2.42], [2.75, -1.23, 1.71]], "spin_multiplicity": 1, "homo_ha": -0.3072, "orbital_gap_ev": 9.21}


Entry Q
{"formula": "C9H15OP", "method": "the ωB97M-V functional and the def2-TZVPD basis", "elements": ["C", "C", "C", "C", "C", "C", "C", "C", "C", "O", "P", "H", "H", "H", "H", "H", "H", "H", "H", "H", "H", "H", "H", "H", "H", "H"], "positions_angstrom": [[0.88, -3.51, -0.22], [-2.97, -0.11, 0.52], [1.12, 2.37, 0.36], [-1.87, -0.01, -0.21], [0.49, 1.42, -0.34], [1.57, -2.47, 0.21], [-4.29, -0.43, -0.09], [1.79, 3.60, -0.13], [2.80, -1.89, 0.70], [-0.53, 0.39, 2.06], [-0.33, 0.18, 0.61], [-0.05, -3.49, -0.68], [1.30, -4.52, -0.12], [-2.82, 0.02, 1.52], [1.11, 2.50, 1.49], [-2.01, -0.31, -1.28], [0.72, 1.50, -1.44], [-5.10, 0.23, 0.01], [-4.77, -1.41, 0.27], [-4.32, -0.70, -1.19], [2.95, 3.29, -0.22], [1.82, 4.54, 0.42], [1.49, 3.81, -1.22], [3.55, -1.49, -0.02], [2.67, -1.14, 1.35], [3.35, -2.62, 1.18]], "spin_multiplicity": 1, "homo_ha": [-0.2710, -0.2839], "orbital_gap_ev": [7.93, 7.08]}


entry P (222.2 kJ/mol below the next structure)


Entry P
{"formula": "C2H3PS3", "method": "the ωB97M-V functional and the def2-TZVPD basis", "elements": ["C", "C", "P", "S", "S", "S", "H", "H", "H"], "positions_angstrom": [[-0.44, -0.64, -0.20], [-0.80, 0.74, 0.05], [1.32, -1.00, -0.64], [-1.68, -1.83, -0.18], [-2.35, 1.12, -0.67], [-3.25, -0.39, 0.29], [-0.89, 1.10, 1.15], [-0.07, 1.49, -0.17], [1.43, -2.36, -0.56]], "spin_multiplicity": 1, "homo_ha": [-0.2979, -0.2980], "smiles": "[H]/P=C1/CSSS1", "orbital_gap_ev": [7.33, 7.33]}


Entry Q
{"formula": "C2H3PS3", "method": "the ωB97M-V functional and the def2-TZVPD basis", "elements": ["C", "C", "P", "S", "S", "S", "H", "H", "H"], "positions_angstrom": [[0.62, -0.62, -0.49], [0.92, 0.84, -0.22], [-1.80, -1.11, 0.17], [1.63, -1.88, -0.42], [2.78, 0.94, -0.30], [3.27, -0.77, 0.54], [0.45, 1.29, -1.13], [0.51, 1.07, 0.67], [-1.33, -2.41, -0.39]], "spin_multiplicity": 1, "homo_ha": [-0.2654, -0.2986], "orbital_gap_ev": [5.79, 6.73]}


entry P (297.9 kJ/mol below the next structure)